1.
{"formula": "C6H5NO", "method": "ωB97M-V with the def2-TZVPD basis set", "multiplicity": 1, "energy_ha": -361.44948, "e_lumo_ev": -1.075, "e_above_lowest_kcal_mol": 84.55, "homo_ev": -9.68, "symbols": ["O", "H", "C", "H", "C", "H", "C", "H", "N", "C", "H", "C", "C"], "xyz": [[-2.769854, -1.507640, -0.121788], [1.690068, 1.100502, -0.399130], [2.519396, -0.834534, 0.258107], [3.502656, -0.589310, 0.441732], [-0.803053, 1.169806, 0.041440], [-0.360560, 2.170935, -0.405080], [-2.073683, 0.773628, 0.220789], [2.261420, -1.876969, 0.534887], [-0.528299, -1.166074, -0.157924], [0.027304, -0.150039, -0.294435], [-2.990723, 1.504096, 0.309141], [-1.933488, -0.618077, 0.020419], [1.458818, 0.023680, -0.448164]], "forces_ev_per_a": [[0.265, 2.460, 0.379], [0.556, -0.536, -0.829], [-7.195, 1.343, -3.489], [1.880, 1.182, 0.036], [1.372, 1.267, -3.229], [-1.161, -1.769, 1.825], [0.220, 4.036, 0.205], [-0.098, 0.807, -0.271], [-6.502, -5.517, 1.001], [5.624, 8.398, 0.182], [1.861, -2.220, -0.122], [-2.552, -7.935, -0.192], [5.731, -1.515, 4.504]]}

***

2.
{"formula": "C28H50InN3O2P2", "method": "ωB97M-V with the def2-TZVPD basis set", "multiplicity": 1, "energy_ha": -2283.93379, "e_lumo_ev": -5.630, "charge": 2, "homo_ev": -13.10, "symbols": ["C", "H", "C", "N", "H", "H", "H", "N", "H", "H", "H", "C", "H", "C", "H", "C", "H", "C", "H", "H", "C", "H", "H", "C", "C", "H", "H", "H", "H", "H", "H", "H", "C", "P", "H", "C", "C", "C", "H", "C", "H", "C", "H", "H", "C", "H", "C", "H", "H", "H", "H", "H", "N", "C", "C", "H", "H", "C", "H", "H", "In", "C", "C", "H", "H", "O", "H", "C", "C", "H", "H", "H", "H", "H", "C", "H", "C", "H", "C", "H", "C", "P", "H", "O", "H", "H"], "xyz": [[1.426471, 3.374029, 0.447225], [2.242293, 2.963044, -0.174007], [-1.657117, -3.603363, 1.531139], [-0.044969, 0.021425, 5.439388], [-6.196415, 0.347414, 5.498987], [0.944492, -3.670415, 2.205960], [-2.176793, 1.877748, 5.899062], [-0.063692, 0.105196, -2.256085], [-0.965869, 2.846891, -2.394535], [-1.417702, -2.700906, 2.111681], [1.145984, 5.161424, -0.807815], [1.162867, -0.071833, 4.859126], [-1.177163, -5.421570, -0.556420], [-2.881508, 1.125379, 5.532426], [0.367691, 1.432375, -3.812968], [1.446787, -3.428764, 0.084364], [0.661033, 5.377552, 0.904415], [1.377934, 4.889799, 0.229851], [0.381020, -1.035931, -3.949902], [-0.992361, -0.882417, 7.105145], [-1.716613, 3.374732, 1.897917], [-1.865157, -4.431749, -1.871490], [2.371525, 5.299513, 0.461242], [-1.619391, 3.303706, 0.366314], [-0.420626, -0.138771, 3.260446], [2.389432, -5.346336, -0.100622], [-1.581105, 2.388956, 2.364970], [-2.721240, 3.729859, 2.172821], [-2.887618, -1.706891, 3.627980], [0.934343, 3.381136, 2.585311], [0.677476, -5.468186, 0.326633], [-2.889050, -4.965183, -0.527009], [-1.891183, 4.657053, -0.293267], [-0.032417, -2.487615, -0.464296], [2.665156, 3.516973, 2.201494], [1.981010, -0.029570, 0.259560], [1.397093, -4.913207, -0.290565], [-3.288563, -0.892306, 4.235724], [-2.684689, -3.895867, 1.796200], [-4.651175, -0.791809, 4.507638], [-2.896716, 4.985104, 0.003612], [1.732549, -3.233323, 1.577676], [-0.988276, 4.080759, 2.323501], [1.728074, -0.201737, 2.710752], [0.985529, -0.151623, 3.496899], [-2.392798, 2.594135, 0.018793], [1.724493, 3.025190, 1.909956], [-1.868632, 4.598664, -1.387248], [-0.939995, -2.611247, -2.697898], [-5.335515, -1.538459, 4.103917], [-1.995102, 0.002586, -1.297459], [-4.606074, 2.045054, 6.422374], [-1.014420, -0.069903, 4.492485], [-1.590392, -3.349778, 0.017722], [-1.881891, -4.615004, -0.791295], [-1.180406, 5.423609, 0.037020], [-2.283242, -0.061086, -0.501053], [0.562337, 1.337917, -2.720318], [0.574187, -0.088053, 7.400536], [-0.880485, 0.898889, 7.165212], [-0.377824, -0.018755, -0.046170], [0.065924, -2.409996, -2.300431], [-5.130325, 0.266758, 5.293792], [2.474612, -0.955209, 6.312498], [2.515019, 0.830884, 6.262719], [-1.125619, -0.152940, 2.189544], [3.266659, -0.118338, 4.964899], [2.410511, -0.077779, 5.650400], [-2.408101, 0.050717, 4.777039], [2.266940, -2.956034, -0.484949], [2.678818, -3.740160, 1.820219], [0.734726, -3.212343, -2.644590], [1.675728, 1.290257, -2.634323], [1.852803, 1.946713, 2.062007], [0.574330, -1.060786, -2.853275], [-2.364358, -2.599643, -0.228240], [-4.241461, 1.219906, 5.807866], [-0.990391, -4.421453, 1.841880], [-0.369756, -0.015993, 6.849041], [1.687187, -1.013437, -2.761314], [0.042287, 2.612573, -2.021798], [-0.057839, 2.490070, -0.187293], [0.703452, 3.453635, -2.276693], [3.060584, 0.012174, -0.150318], [1.167774, -5.073388, -1.351642], [1.846299, -2.175637, 1.842410]], "forces_ev_per_a": [[0.194, -0.323, 0.106], [-0.181, 0.101, 0.092], [-0.149, -0.010, 0.177], [0.256, -0.196, 0.575], [0.267, -0.019, -0.006], [0.301, 0.193, -0.175], [-0.384, -0.208, -0.155], [0.059, -0.027, 1.219], [0.243, -0.047, 0.119], [0.031, -0.220, -0.162], [-0.006, -0.017, 0.280], [-0.259, 0.151, 0.021], [-0.271, 0.239, -0.110], [0.205, -0.056, -0.090], [0.134, 0.200, 0.524], [0.200, 0.285, 0.113], [0.227, -0.191, -0.206], [0.178, 0.185, -0.006], [0.134, -0.256, 0.497], [0.139, 0.188, -0.206], [-0.109, 0.014, 0.154], [-0.006, -0.099, 0.218], [-0.255, -0.091, -0.074], [-0.093, -0.061, -0.086], [0.171, 0.049, -0.033], [-0.256, 0.089, -0.065], [0.035, 0.225, -0.108], [0.303, -0.073, -0.094], [-0.196, 0.263, 0.239], [0.296, -0.164, -0.195], [0.221, 0.212, -0.185], [0.232, 0.031, -0.124], [-0.161, 0.188, 0.037], [-0.388, -0.616, -0.107], [-0.283, -0.153, -0.029], [5.104, 0.191, -1.564], [0.202, -0.186, -0.024], [0.237, -0.039, 0.268], [0.309, 0.017, -0.107], [0.061, 0.379, 0.091], [0.234, -0.031, -0.125], [0.223, -0.181, 0.103], [-0.279, -0.184, -0.176], [-0.041, -0.011, 0.500], [-0.731, -0.071, -0.555], [0.162, 0.180, 0.048], [0.226, 0.147, 0.126], [0.002, 0.077, 0.225], [0.247, 0.035, 0.123], [0.159, 0.250, 0.136], [-0.994, -0.117, 1.437], [0.063, -0.271, -0.236], [-0.121, 0.113, -0.884], [-0.071, 0.026, -0.130], [-0.198, -0.193, 0.025], [-0.285, -0.218, -0.139], [-0.563, 0.130, -1.882], [0.213, -0.335, -0.462], [-0.298, -0.010, -0.170], [0.179, -0.278, -0.057], [0.978, 0.037, 0.554], [-0.172, 0.102, -0.187], [0.318, -0.104, -0.084], [-0.068, 0.285, -0.195], [-0.074, -0.300, -0.167], [0.465, -0.002, -0.723], [-0.228, 0.013, 0.235], [0.734, 0.020, 0.182], [-0.663, 0.086, -0.143], [-0.178, -0.112, 0.079], [-0.283, 0.148, -0.006], [-0.283, 0.141, 0.048], [-0.375, 0.030, 0.068], [-0.088, 0.256, 0.011], [0.221, 0.352, -0.421], [0.161, -0.201, 0.023], [-0.212, -0.150, -0.106], [-0.243, 0.253, -0.147], [0.190, -0.008, 0.726], [-0.370, -0.039, 0.066], [-0.168, -0.110, -0.198], [-0.393, 0.671, -0.098], [-0.283, -0.150, 0.039], [-3.762, -0.158, 1.457], [-0.005, -0.014, 0.274], [-0.088, -0.248, -0.007]]}